# 1
This record from the Open Molecules 2025 dataset describes C6H9N3OSe in the gas phase. The level of theory is wB97M-V/def2-TZVPD.

## Properties
ΔE to the lowest compared entry with this formula, charge and spin: 68.1 kcal per mole
maximum force: 3.73 eV/A
HOMO-LUMO gap: 7.87 eV
LUMO: 0.0548 eV

Positions of all 20 atoms, in Å:
C1 -2.3248 1.0942 -0.0234
C2 0.1779 0.9690 0.1665
C3 1.0770 -0.0656 0.2088
C4 -0.8946 -0.9900 0.1927
C5 0.3235 2.4429 -0.0219
C6 3.1060 -1.1276 -0.3643
N1 -1.1618 0.4250 0.1488
N2 0.3757 -1.2712 0.2687
N3 -1.8481 -1.9304 0.1685
O1 2.4384 0.0186 0.0283
Se1 -3.8580 -0.0080 0.0490
H1 1.3597 2.8504 0.3647
H2 0.2870 2.6252 -1.0446
H3 -0.4922 2.9040 0.4459
H4 4.1263 -0.8771 -0.5978
H5 2.5694 -1.6510 -1.2776
H6 3.3402 -1.9354 0.4783
H7 -2.6487 -1.9472 0.6952
H8 -1.3298 -2.7790 0.2772
H9 -4.6229 1.2534 -0.1630

These are the Mulliken partial charges, in e, on atoms 1 to 4: -0.53 0.59 0.23 0.52



# 2
This record from the Open Molecules 2025 dataset describes C17H17F6N6O7Y as an isolated structure. The level of theory is wB97M-V/def2-TZVPD.

## Properties
ΔE to the lowest compared entry with this formula, charge and spin: 20.3 kcal per mole
maximum force: 2.88 eV/A
HOMO-LUMO gap: 7.83 eV
LUMO: -0.4410 eV

Positions of all 54 atoms, in Å:
Y1 0.5351 0.6593 0.7847
O1 2.0159 -1.5205 4.0077
C1 1.5346 -1.1314 2.9642
O2 1.3785 0.0799 2.5694
C2 1.0408 -2.1962 1.9647
C3 1.0889 -3.5563 2.3215
C4 0.6832 -4.4907 1.4161
C5 0.2370 -4.0781 0.1394
C6 -0.1656 -4.9835 -0.8679
C7 -0.5645 -4.5253 -2.0916
C8 -0.5957 -3.1422 -2.3575
C9 -0.2226 -2.2413 -1.4013
C10 0.2133 -2.6914 -0.1357
N1 0.6117 -1.7742 0.7910
H1 1.4542 -3.8050 3.3068
H2 0.7065 -5.5478 1.6520
H3 -0.1420 -6.0441 -0.6495
H4 -0.8663 -5.2248 -2.8598
H5 -0.9196 -2.8010 -3.3325
H6 -0.2462 -1.1721 -1.5710
N2 0.0709 1.2543 -2.4076
N3 0.0177 2.6175 -2.6323
C11 0.2818 3.4949 -1.6568
N4 0.3234 4.7939 -1.9571
N5 0.4862 2.9734 -0.4525
N6 0.8389 3.6890 0.6066
O3 0.8851 3.0270 1.6530
O4 1.1105 4.8869 0.5700
H7 0.9001 0.8449 -2.8226
H8 -0.8018 0.8021 -2.6379
H9 -0.1341 2.9740 -3.5622
H10 0.1870 5.1207 -2.8963
H11 0.6026 5.4243 -1.2222
C12 4.6911 0.2878 -0.3269
O5 3.3854 0.3338 0.2642
C13 2.3211 0.5740 -0.5627
O6 2.5411 0.7312 -1.7621
H12 5.3881 0.1644 0.4966
H13 4.8940 1.2101 -0.8695
H14 4.7624 -0.5505 -1.0192
C14 -2.9021 2.5665 1.3824
C15 -2.5287 1.1451 0.9437
O7 -1.4060 1.0561 0.1868
C16 -3.6936 0.5613 0.1038
F1 -3.7235 1.1848 -1.0951
F2 -3.5356 -0.7513 -0.1376
F3 -4.9068 0.7246 0.6594
C17 -2.3144 0.2837 2.2126
F4 -3.3900 0.1130 2.9798
F5 -1.8293 -0.9380 1.8991
F6 -1.3469 0.8603 2.9715
H15 -2.9986 3.1867 0.4924
H16 -2.1124 2.9691 2.0144
H17 -3.8410 2.5712 1.9339

These are the Mulliken partial charges, in e, on atoms 1 to 4: 0.03 -0.70 0.53 -0.64



# 3
This record from the Open Molecules 2025 dataset describes C26H38N4O6PdSSi2Te as an isolated structure. The level of theory is wB97M-V/def2-TZVPD.

## Properties
ΔE to the lowest compared entry with this formula, charge and spin: 23.0 kcal per mole
maximum force: 0.58 eV/A
HOMO-LUMO gap: 4.88 eV
net charge: -2
LUMO: 3.9781 eV

Positions of all 79 atoms, in Å:
Pd1 0.2861 -1.2928 0.3714
C1 2.2058 -0.0269 2.8059
C2 1.4785 -1.2579 3.2145
N1 0.6778 -1.9938 2.4709
C3 0.2421 -3.0336 3.2726
C4 0.7884 -2.9008 4.5289
N2 1.5569 -1.7774 4.4629
C5 0.7327 -3.6424 5.8378
O1 0.0001 -4.6726 5.8744
O2 1.4126 -3.1556 6.7557
C6 -0.6739 -4.0920 2.7463
O3 -1.0451 -5.0219 3.6070
O4 -1.0643 -4.0788 1.6024
H1 2.0260 0.1558 1.7478
H2 3.2826 -0.1472 2.9510
H3 1.8681 0.8372 3.3852
H4 2.0784 -1.4598 5.2624
H5 -0.6283 -4.8994 4.5589
C7 2.7720 -0.6859 -8.1526
C8 2.1278 -0.6253 -6.7908
C9 1.4293 -1.7078 -6.2747
C10 0.8423 -1.6463 -5.0136
C11 0.9516 -0.4917 -4.2592
C12 1.6535 0.5999 -4.7605
C13 2.2311 0.5308 -6.0148
S1 0.2330 -0.3949 -2.6212
O5 -0.5338 0.8380 -2.6551
O6 -0.5231 -1.6214 -2.4635
N3 1.4499 -0.2013 -1.6634
C14 2.2091 -1.2210 -1.1254
C15 2.0213 -2.6176 -1.3597
C16 2.8624 -3.5221 -0.7562
C17 3.9104 -3.0751 0.0474
C18 4.0677 -1.7052 0.1580
N4 3.2841 -0.7965 -0.4111
H6 2.5659 -1.6386 -8.6425
H7 3.8563 -0.5720 -8.0799
H8 2.4021 0.1138 -8.7993
H9 1.3408 -2.6152 -6.8638
H10 0.2902 -2.4835 -4.6046
H11 1.7387 1.4912 -4.1489
H12 2.7778 1.3849 -6.4037
H13 1.1977 -2.9501 -1.9688
H14 2.6915 -4.5832 -0.8999
H15 4.5791 -3.7571 0.5555
H16 4.8953 -1.3036 0.7427
C19 -2.9438 -1.3047 2.9475
Si1 -3.3359 0.5136 2.9528
C20 -4.0939 0.9726 4.6251
C21 -4.6055 0.9301 1.6310
C22 -1.7803 1.5144 2.6815
Te1 -0.9292 1.1370 0.7167
C23 -2.1611 2.6262 -0.3119
Si2 -1.1396 4.1366 -0.6796
C24 -2.1777 5.4266 -1.5988
C25 -0.5920 4.9300 0.9380
C26 0.3319 3.7203 -1.7503
H17 -3.8555 -1.9078 2.9016
H18 -2.4052 -1.5902 3.8578
H19 -2.3184 -1.5809 2.0929
H20 -4.9997 0.3899 4.8217
H21 -4.3580 2.0341 4.6710
H22 -3.3841 0.7659 5.4321
H23 -5.5318 0.3725 1.7996
H24 -4.2198 0.6647 0.6427
H25 -4.8508 1.9972 1.6286
H26 -0.9997 1.2187 3.3918
H27 -1.9267 2.5930 2.7891
H28 -3.0401 2.8282 0.3075
H29 -2.4863 2.1200 -1.2233
H30 -3.0450 5.7263 -1.0012
H31 -2.5469 5.0157 -2.5434
H32 -1.5972 6.3270 -1.8272
H33 -1.4605 5.2191 1.5395
H34 0.0095 5.8275 0.7621
H35 0.0067 4.2236 1.5190
H36 -0.0143 3.3163 -2.7057
H37 0.9553 2.9466 -1.2940
H38 0.9467 4.6064 -1.9406

These are the Mulliken partial charges, in e, on atoms 1 to 4: -0.37 -1.22 -0.33 1.03



# 4
This record from the Open Molecules 2025 dataset describes a 7-piece molecular cluster, C19H48ClO20S5 overall. The level of theory is wB97M-V/def2-TZVPD.

## Properties
ΔE to the lowest compared entry with this formula, charge and spin: 78.8 kcal per mole
maximum force: 3.87 eV/A
HOMO-LUMO gap: 9.44 eV
net charge: -1
LUMO: 2.1042 eV

Positions of all 93 atoms, in Å:
Cl1 -0.4923 -0.1173 0.5360
O1 -1.0365 -1.2521 -0.1672
O2 0.7665 -0.4633 1.1474
O3 -0.2773 0.9012 -0.4994
O4 -1.3703 0.3804 1.5445
C1 3.7882 -1.3873 4.8147
C2 4.3396 -0.4975 5.9207
C3 4.5866 0.7701 5.2768
O5 3.5662 0.8450 4.3274
C4 3.2230 -0.3710 3.7800
H1 3.0607 -2.1201 5.1639
H2 4.6513 -1.9571 4.4705
H3 5.2480 -0.9589 6.3078
H4 3.6523 -0.4160 6.7628
H5 5.5690 0.8713 4.8154
H6 4.5497 1.6379 5.9353
H7 3.7103 -0.4641 2.8094
H8 2.1464 -0.5100 3.6817
O6 -4.5785 3.4738 0.7029
S1 -4.7699 3.2118 -0.7460
O7 -5.6463 2.0999 -1.0842
O8 -5.2035 4.6088 -1.5230
C5 -4.3989 5.7261 -1.2734
C6 -5.2860 6.9478 -1.5125
C7 -3.0108 2.9479 -1.4762
H9 -3.5222 5.7537 -1.9205
H10 -4.1002 5.6946 -0.2256
H11 -4.7537 7.8131 -1.1174
H12 -6.2235 6.8797 -0.9606
H13 -5.5806 7.2677 -2.5119
H14 -3.0213 2.9907 -2.5653
H15 -2.5699 2.0493 -1.0446
H16 -2.3237 3.7218 -1.1340
O9 0.8709 -2.0605 -7.6169
S2 2.0740 -1.4023 -7.1339
O10 3.1861 -1.0716 -8.0204
O11 1.6820 -0.0245 -6.2347
C8 0.5415 -0.0920 -5.3221
C9 0.9190 -0.2819 -3.8339
C10 2.7605 -2.3162 -5.7320
H17 -0.0343 -0.9739 -5.6027
H18 -0.0581 0.8055 -5.4741
H19 0.0933 -0.3098 -3.1229
H20 1.4420 0.6398 -3.5789
H21 1.5966 -1.0794 -3.5293
H22 3.5371 -1.6241 -5.4064
H23 3.1827 -3.2722 -6.0417
H24 1.9421 -2.4384 -5.0224
O12 3.7617 4.2026 -0.5811
S3 3.6247 4.7955 0.7876
O13 4.1490 6.1078 1.0812
O14 1.9893 4.8472 1.2288
C11 1.1433 3.7770 0.9471
C12 -0.3254 4.2442 0.8671
C13 4.2835 3.5319 2.1642
H25 1.2003 3.0475 1.7549
H26 1.4807 3.2447 0.0578
H27 -0.9526 3.4081 0.5578
H28 -0.4970 5.0298 0.1312
H29 -0.7334 4.5004 1.8448
H30 4.3884 4.0444 3.1205
H31 5.2436 3.0526 1.9731
H32 3.5772 2.7252 2.3599
O15 -7.2736 -2.3712 0.9345
S4 -5.8494 -2.1405 0.9045
O16 -5.0221 -2.0168 2.0984
O17 -5.1377 -3.2870 -0.0704
C14 -3.7147 -3.2888 -0.1366
C15 -3.4083 -4.7407 -0.5833
C16 -5.4886 -0.6363 -0.1087
H33 -3.2384 -3.0174 0.8055
H34 -3.4895 -2.5142 -0.8697
H35 -3.9031 -5.0008 -1.5191
H36 -3.7473 -5.3308 0.2682
H37 -2.3279 -4.8845 -0.5888
H38 -6.0512 0.1720 0.3584
H39 -5.8865 -0.7321 -1.1189
H40 -4.4367 -0.3506 -0.1062
O18 4.1722 -5.2198 -0.6296
S5 2.8068 -4.9979 -0.1518
O19 1.6294 -5.6671 -0.7045
O20 2.8383 -5.1737 1.4806
C17 1.6768 -4.8999 2.2097
C18 0.5782 -6.0792 2.1404
C19 2.5854 -3.1105 -0.2584
H41 1.2447 -3.9523 1.8882
H42 2.0487 -4.6582 3.2053
H43 0.9458 -7.0419 2.4957
H44 0.0359 -6.2041 1.2031
H45 -0.2194 -5.7578 2.8102
H46 3.4013 -2.8545 -0.9343
H47 2.8880 -2.5947 0.6529
H48 1.5823 -2.7846 -0.5333

These are the Mulliken partial charges, in e, on atoms 1 to 4: 1.47 -0.60 -0.53 -0.57